Here is a cluster of 3 separate species, C3H8BrO3P in total in a non-equilibrium geometry from OMol25. Energies are from ωB97M-V with the def2-TZVPD basis set.

Summary:
E = -88712.963 eV
lowest unoccupied orbital energy = 0.25 eV
ΔE to the lowest compared entry with this formula, charge and spin = 55.54 kcal/mol
total charge = 0
orbital gap = 9.7 eV

Geometry as XYZ:
```
16
Properties=species:S:1:pos:R:3:forces:R:3:nbo_charge:R:1
O 0.201 1.859 -0.120 -2.8065 -0.2524 0.6895 -0.64
C -0.914 1.819 0.395 4.0412 1.2893 2.9508 1.02
O -1.117 1.741 1.821 -0.1483 -0.0657 -2.1512 -0.76
O -2.056 2.091 -0.131 0.1584 0.0625 -2.3044 -0.64
H -0.295 1.793 2.322 0.3341 -0.2144 -0.4186 0.51
H -2.704 1.875 0.508 -1.4808 -0.0867 1.1696 0.51
C -1.722 -0.772 -0.170 2.8099 -1.4053 -0.6279 -0.88
P -0.369 -1.237 0.641 0.8268 0.2197 0.1146 0.71
C 0.923 -1.625 -0.702 -0.5569 0.5605 0.4978 -0.95
H -2.553 -0.388 0.272 -2.3782 0.5824 1.2016 0.20
H -1.645 -0.847 -1.217 -0.4689 0.2856 -1.2891 0.21
H 1.574 -2.320 -0.163 0.3480 0.2369 -0.5054 0.23
H 1.461 -0.783 -1.224 -0.5109 -0.6469 1.1216 0.25
H 0.393 -2.148 -1.473 -0.1788 -0.5391 -0.5109 0.22
Br 2.991 1.501 1.574 3.3955 -0.6775 3.2776 -0.21
H 2.068 1.681 0.685 -3.3846 0.6509 -3.2156 0.20
```
Forces are in eV/Å.


Here is a cluster of 2 separate species, C3H8Cl2S2 in total in a non-equilibrium geometry from OMol25. Energies are from ωB97M-V with the def2-TZVPD basis set.

Summary:
E = -49956.133 eV
lowest unoccupied orbital energy = 0.66 eV
total charge = 0
orbital gap = 9.7 eV

Geometry as XYZ:
```
15
Properties=species:S:1:pos:R:3:forces:R:3:nbo_charge:R:1
Cl 0.860 3.286 0.692 0.0162 -0.0122 -0.0144 -0.02
C -0.537 2.615 1.534 0.0567 -0.8389 0.8999 -0.42
Cl -2.066 3.268 0.946 0.0123 -0.0130 -0.0043 -0.02
H -0.541 1.515 1.408 -0.0263 0.7279 -0.1376 0.22
H -0.444 2.830 2.616 -0.0653 0.0755 -0.7651 0.23
C -1.067 -0.751 -1.829 0.0879 0.3938 -0.5534 -0.76
S -1.170 -1.947 -0.479 0.0284 0.0474 -0.0375 0.09
S 0.637 -2.883 -0.596 0.0109 0.0434 0.0541 0.10
C 1.700 -1.779 0.361 0.3131 0.4412 0.3981 -0.76
H -2.030 -0.215 -1.870 0.3447 -0.2119 0.0810 0.23
H -0.901 -1.251 -2.798 -0.1024 0.1259 0.4761 0.23
H -0.261 -0.015 -1.671 -0.3496 -0.3101 0.0324 0.22
H 1.775 -0.777 -0.095 -0.0360 -0.4580 0.0870 0.22
H 1.337 -1.667 1.396 0.1002 -0.1485 -0.4564 0.22
H 2.706 -2.229 0.387 -0.3908 0.1374 -0.0599 0.23
```
Forces are in eV/Å.


Here is an isolated molecule of C3H8ClN in a non-equilibrium geometry from OMol25. Energies are from ωB97M-V with the def2-TZVPD basis set.

Summary:
E = -17250.964 eV
lowest unoccupied orbital energy = 0.88 eV
ΔE to the lowest compared entry with this formula, charge and spin = 46.05 kcal/mol
total charge = 0
orbital gap = 10.5 eV

Geometry as XYZ:
```
13
Properties=species:S:1:pos:R:3:forces:R:3:nbo_charge:R:1
N 0.317 -1.246 1.648 1.1209 -1.8046 -2.1423 -0.86
C -0.078 -0.754 0.199 0.3701 -0.2687 4.7682 -0.22
C -0.517 0.758 0.245 1.6701 -1.4897 0.1659 -0.45
C -0.157 0.896 -1.297 1.1282 1.3524 -0.4808 -0.36
Cl -0.093 2.590 -1.984 -0.1709 -0.3103 0.3618 -0.10
H 0.637 -2.376 1.507 -0.5523 4.4354 0.7861 0.36
H 1.092 -0.593 1.942 -0.5967 -1.7010 -0.2435 0.35
H -0.909 -1.419 0.075 -0.4767 -0.0916 -1.1833 0.20
H 0.751 -0.839 -0.486 -0.0975 -0.8595 0.0816 0.17
H -1.538 0.768 0.870 1.9957 0.6561 -2.3185 0.26
H 0.309 1.386 0.802 -1.7529 -1.1966 -0.8769 0.21
H -0.739 0.354 -2.038 -0.5397 -0.1492 0.4824 0.22
H 0.926 0.475 -1.484 -2.0983 1.4274 0.5993 0.21
```
Forces are in eV/Å.


Here is a cluster of 2 separate species, C3H8ClN3 in total in a non-equilibrium geometry from OMol25. Energies are from ωB97M-V with the def2-TZVPD basis set.

Summary:
E = -20210.359 eV
lowest unoccupied orbital energy (spin up / spin down) = -11.13 / -10.73 eV
ΔE to the lowest compared entry with this formula, charge and spin = 116.37 kcal/mol
total charge = +2
orbital gap (spin up / spin down) = 6.5 / 7.2 eV

Geometry as XYZ:
```
15
Properties=species:S:1:pos:R:3:forces:R:3:nbo_charge:R:1
C -1.905 1.420 -0.853 -0.8550 0.5327 0.3531 0.43
C -0.010 0.587 0.431 1.2525 -1.1360 -0.3190 0.16
C 2.290 -1.887 1.621 0.3988 0.9336 1.6566 -0.55
N -2.507 1.545 -1.980 0.0918 -0.0452 -0.2037 -0.60
N -0.718 0.800 -0.700 0.4672 -0.3103 -0.4563 -0.61
N 1.744 -1.667 0.423 -1.1590 0.0115 -1.0113 -0.08
Cl -0.459 1.242 1.854 -0.4654 0.3115 0.2119 0.24
H -2.374 1.814 0.049 0.0226 -0.0276 -0.1780 0.26
H 3.135 -1.261 1.959 -0.1789 -0.1057 -0.1545 0.28
H 2.767 -2.900 1.507 -0.0535 -0.3815 -0.4444 0.42
H 1.531 -2.125 2.384 0.1625 -0.0762 -0.1171 0.30
H -3.420 1.998 -2.044 0.1545 -0.0285 0.1261 0.47
H -2.119 1.215 -2.865 -0.0629 0.0272 0.1605 0.45
H -0.288 0.390 -1.534 -0.1397 0.0652 0.2822 0.45
H 2.333 -1.171 -0.251 0.3645 0.2294 0.0940 0.38
```
Forces are in eV/Å.